{
  "formula": "C31H31BF4O3S",
  "method": "wB97M-V/def2-TZVPD",
  "total_charge": 0,
  "orbital_gap_ev": 7.668,
  "smiles": "CC1(C)OB(C(c2cc(F)cc(F)c2)c2cc(F)cc(F)c2)OC1(C)C.COc1ccc(-c2ccc(C)s2)cc1",
  "symbols": ["C", "C", "C", "O", "B", "C", "C", "C", "C", "F", "C", "C", "F", "C", "C", "C", "C", "F", "C", "C", "F", "C", "O", "C", "C", "C", "H", "H", "H", "H", "H", "H", "H", "H", "H", "H", "H", "H", "H", "H", "H", "H", "H", "H", "H", "C", "O", "C", "C", "C", "C", "C", "C", "C", "C", "C", "S", "C", "C", "H", "H", "H", "H", "H", "H", "H", "H", "H", "H", "H", "H"],
  "xyz": [[-3.24, 3.58, 5.02], [-2.33, 4.13, 3.93], [-1.32, 5.07, 4.59], [-1.54, 3.04, 3.41], [-1.57, 3.18, 2.03], [-1.53, 1.74, 1.24], [-0.77, 0.71, 2.01], [-1.17, -0.63, 2.16], [-0.30, -1.52, 2.80], [-0.70, -2.84, 2.93], [0.95, -1.16, 3.28], [1.32, 0.17, 3.10], [2.58, 0.57, 3.48], [0.47, 1.11, 2.53], [-2.43, 1.28, 0.13], [-3.47, 2.10, -0.31], [-4.12, 1.79, -1.50], [-5.25, 2.51, -1.83], [-3.71, 0.76, -2.34], [-2.67, -0.03, -1.89], [-2.17, -1.03, -2.69], [-2.05, 0.17, -0.66], [-2.20, 4.30, 1.54], [-3.05, 4.73, 2.64], [-4.45, 4.16, 2.44], [-3.12, 6.25, 2.56], [-3.79, 4.40, 5.48], [-3.95, 2.84, 4.65], [-2.64, 3.10, 5.81], [-1.81, 5.90, 5.12], [-0.74, 4.48, 5.32], [-0.63, 5.48, 3.84], [-0.72, 2.28, 0.67], [-2.12, -0.97, 1.77], [1.63, -1.88, 3.73], [0.80, 2.15, 2.43], [-3.76, 2.98, 0.26], [-4.19, 0.56, -3.30], [-1.22, -0.48, -0.37], [-5.13, 4.52, 3.22], [-4.85, 4.47, 1.47], [-4.46, 3.06, 2.46], [-3.82, 6.65, 3.29], [-2.14, 6.70, 2.73], [-3.46, 6.54, 1.56], [-2.80, -3.97, -1.57], [-3.85, -2.99, -1.77], [-4.47, -2.51, -0.67], [-5.53, -1.61, -0.91], [-5.89, -0.71, 0.07], [-5.27, -0.76, 1.34], [-5.59, 0.21, 2.34], [-5.36, 0.12, 3.71], [-6.25, 0.92, 4.48], [-7.10, 1.69, 3.69], [-8.27, 2.48, 4.14], [-6.72, 1.52, 2.02], [-4.37, -1.81, 1.63], [-3.97, -2.69, 0.64], [-2.47, -4.20, -2.58], [-1.97, -3.55, -0.98], [-3.21, -4.86, -1.07], [-5.95, -1.57, -1.92], [-6.63, 0.05, -0.15], [-4.64, -0.57, 4.14], [-6.32, 0.91, 5.56], [-8.50, 2.24, 5.18], [-8.08, 3.56, 4.06], [-9.15, 2.25, 3.52], [-3.95, -1.90, 2.63], [-3.22, -3.46, 0.85]]
}



{
  "formula": "C2H4O2",
  "method": "wB97M-V/def2-TZVPD",
  "total_charge": 0,
  "e_above_lowest_kj_mol": 213.52,
  "orbital_gap_ev": 8.858,
  "smiles": "O/C=C/O",
  "symbols": ["O", "C", "C", "O", "H", "H", "H", "H"],
  "xyz": [[-0.50, -1.13, 1.19], [-0.03, -0.06, 0.45], [0.05, -0.15, -0.89], [0.20, 0.99, -1.59], [-0.23, -1.03, 2.11], [0.48, 0.72, 1.00], [-0.31, -0.99, -1.47], [0.34, 1.65, -0.81]]
}